Entry 1:
{"formula": "C36H45Cl2N5O2OsPS", "method": "ωB97M-V/def2-TZVPD", "species": ["Os", "N", "P", "C", "C", "C", "C", "C", "C", "C", "C", "C", "C", "C", "C", "C", "C", "C", "C", "C", "N", "H", "H", "H", "H", "H", "H", "H", "H", "H", "H", "H", "H", "H", "H", "H", "Cl", "C", "H", "H", "C", "C", "C", "C", "C", "O", "C", "C", "C", "C", "C", "C", "Cl", "C", "C", "C", "N", "C", "N", "C", "N", "H", "H", "H", "H", "H", "H", "H", "H", "H", "H", "H", "H", "H", "H", "H", "H", "H", "H", "H", "H", "H", "H", "C", "S", "C", "O", "H", "H", "H", "H", "H", "H"], "coordinates": [[-1.54157, -1.28240, 1.15539], [-2.82332, -0.84212, 3.97035], [-3.06506, -2.08674, 2.83379], [-4.82172, -2.24115, 2.51119], [-5.37711, -1.76284, 1.32688], [-6.74815, -1.82483, 1.13313], [-7.56547, -2.35055, 2.12296], [-7.01804, -2.81487, 3.31436], [-5.65013, -2.76365, 3.51163], [-2.48172, -3.58020, 3.64248], [-1.35927, -3.51189, 4.47023], [-0.88600, -4.65849, 5.08262], [-1.51887, -5.87707, 4.86065], [-2.62615, -5.94930, 4.02479], [-3.11235, -4.80285, 3.41429], [-2.26801, 0.36888, 3.63149], [-2.36582, 1.46696, 4.49126], [-1.83273, 2.67169, 4.10084], [-1.21796, 2.77822, 2.84928], [-1.14373, 1.66294, 2.06385], [-1.63218, 0.45363, 2.44634], [-3.29243, -0.88449, 4.86381], [-4.74995, -1.32300, 0.55808], [-7.17908, -1.45827, 0.21120], [-8.63533, -2.39814, 1.96908], [-7.65909, -3.22054, 4.08524], [-5.23019, -3.14474, 4.43598], [-0.87398, -2.56038, 4.65845], [-0.03640, -4.60408, 5.75089], [-1.15750, -6.76943, 5.35472], [-3.12518, -6.89536, 3.86361], [-3.98401, -4.86352, 2.77387], [-2.87051, 1.35674, 5.44145], [-1.90404, 3.53238, 4.75276], [-0.80943, 3.71457, 2.49892], [-0.68559, 1.69616, 1.08558], [-2.84109, -0.64281, -1.20681], [-2.32367, -2.23316, -0.53274], [-1.58927, -2.66249, -1.21307], [-3.20259, -2.86763, -0.45098], [1.26014, 4.49805, -3.20993], [1.67463, 3.32375, -2.31465], [0.64982, 3.23268, -1.16664], [3.03170, 3.65428, -1.68504], [1.70485, 1.99690, -3.16703], [0.36310, 1.55408, -3.40259], [2.35550, 2.08337, -4.58218], [3.88603, 2.02880, -4.80023], [4.66821, 3.30553, -4.78184], [4.24785, 4.41682, -5.53936], [4.98564, 5.57070, -5.57138], [6.18840, 5.63938, -4.84081], [7.10218, 7.05426, -4.87142], [6.64074, 4.53284, -4.09791], [5.88620, 3.38879, -4.07815], [2.35449, 0.78974, -2.47660], [1.63941, 0.29777, -1.30590], [0.39996, -0.16062, -1.20121], [0.17153, -0.48084, 0.07778], [1.35004, -0.18599, 0.70803], [2.25280, 0.28316, -0.10358], [1.06952, 5.37604, -2.59295], [0.34219, 4.30218, -3.77104], [2.04433, 4.76878, -3.91714], [0.52157, 4.22772, -0.73607], [1.00055, 2.58837, -0.35905], [-0.32382, 2.89051, -1.51438], [2.97845, 4.63444, -1.20735], [3.82862, 3.70401, -2.42006], [3.31485, 2.93722, -0.91085], [-0.07816, 2.17225, -3.99616], [1.93893, 2.94432, -5.10513], [1.94783, 1.21023, -5.09481], [4.01951, 1.62837, -5.81293], [4.36025, 1.29889, -4.14325], [3.33883, 4.35491, -6.12454], [4.67352, 6.42504, -6.15692], [7.57661, 4.60278, -3.56021], [6.23138, 2.53090, -3.51315], [3.35387, 1.01702, -2.12066], [2.41339, -0.03319, -3.19003], [-0.29416, -0.22385, -2.02253], [1.51915, -0.32380, 1.76519], [0.54565, -5.14968, 0.11986], [1.12152, -3.69895, 1.00351], [1.83703, -4.50990, 2.43312], [-0.16746, -3.05870, 1.55160], [1.40828, -5.78386, -0.08801], [0.10455, -4.82958, -0.82188], [-0.18248, -5.67851, 0.73391], [2.67919, -5.11724, 2.10066], [1.07463, -5.12075, 2.91553], [2.19334, -3.73459, 3.10848]], "e_homo_ha": [-0.482, -0.481], "relative_energy_kcal_mol": 52.6, "multiplicity": 5, "charge": 3}

---

Entry 2:
{"formula": "C36H45ClN4SSiV", "method": "ωB97M-V/def2-TZVPD", "species": ["V", "C", "C", "N", "C", "C", "C", "C", "C", "C", "C", "C", "C", "N", "C", "H", "H", "H", "H", "H", "H", "H", "H", "C", "Si", "C", "C", "C", "C", "C", "C", "C", "H", "H", "H", "H", "H", "H", "H", "H", "H", "H", "H", "C", "C", "C", "C", "N", "C", "S", "N", "C", "C", "C", "C", "H", "H", "H", "H", "H", "H", "H", "H", "H", "H", "H", "H", "H", "H", "H", "H", "H", "H", "H", "H", "Cl", "C", "C", "C", "C", "C", "C", "C", "H", "H", "H", "H", "H", "H"], "coordinates": [[0.76777, -0.10881, 0.10803], [-2.11655, 2.26359, 2.28780], [-1.46490, 1.66568, 1.20367], [-0.51675, 0.76128, 1.36557], [-0.16513, 0.39076, 2.62793], [-0.73567, 0.95805, 3.75509], [-1.74108, 1.92021, 3.55413], [-0.30555, 0.53867, 5.06784], [0.61155, -0.43043, 5.21415], [1.18077, -1.08295, 4.05672], [2.08147, -2.15956, 4.15518], [2.55634, -2.76409, 3.02708], [2.15802, -2.27509, 1.77604], [1.32656, -1.25953, 1.65415], [0.81598, -0.67767, 2.78204], [-2.88784, 2.99848, 2.10324], [-1.71541, 1.92916, 0.18405], [-2.21319, 2.38329, 4.41379], [-0.73884, 1.02081, 5.93601], [0.93137, -0.74190, 6.20142], [2.39240, -2.50350, 5.13583], [3.24875, -3.59294, 3.07558], [2.54410, -2.68718, 0.85097], [-0.05538, -2.80834, -2.51397], [0.78356, -1.16790, -2.18457], [0.38796, -0.10266, -3.66855], [2.62901, -1.54282, -2.16498], [3.11714, -2.78569, -1.73177], [4.48204, -3.05021, -1.65089], [5.40034, -2.06850, -2.00148], [4.94602, -0.83033, -2.43784], [3.58341, -0.57670, -2.51241], [0.11787, -3.07786, -3.56185], [-1.13055, -2.73234, -2.34381], [0.32731, -3.64313, -1.91610], [0.04308, -0.74939, -4.48071], [1.25826, 0.45116, -4.03240], [-0.40015, 0.62238, -3.45242], [2.42138, -3.57948, -1.47483], [4.82855, -4.02656, -1.33271], [6.46338, -2.26943, -1.94461], [5.65570, -0.06372, -2.72357], [3.25933, 0.39851, -2.86321], [-3.97082, -4.34663, 4.94541], [-4.42247, -4.15064, 3.50128], [-4.26450, -2.71933, 2.99774], [-2.85585, -2.15968, 3.10342], [-1.84598, -3.01950, 2.47514], [-1.40823, -2.87711, 1.21472], [-1.94553, -1.63598, 0.17293], [-0.49156, -3.76646, 0.78820], [-0.08129, -4.98855, 1.47595], [-1.11274, -6.11336, 1.48640], [-1.37839, -6.73119, 0.11069], [-2.35313, -5.94679, -0.77040], [-4.14217, -5.36824, 5.28659], [-4.51199, -3.68002, 5.62268], [-2.90331, -4.14127, 5.08501], [-5.47175, -4.43600, 3.40828], [-3.87955, -4.83541, 2.84226], [-4.92002, -2.05824, 3.57437], [-4.58585, -2.65139, 1.95566], [-2.55497, -2.01730, 4.14246], [-2.80172, -1.19637, 2.60379], [-1.57755, -3.85224, 2.97323], [-0.28544, -3.67846, -0.19471], [0.24334, -4.73526, 2.48998], [0.81651, -5.33091, 0.95778], [-2.05881, -5.75297, 1.90695], [-0.74705, -6.87610, 2.17778], [-1.77987, -7.73439, 0.26115], [-0.42499, -6.86980, -0.41102], [-3.33640, -5.88167, -0.29506], [-2.49142, -6.43528, -1.73635], [-2.02990, -4.92326, -0.97300], [1.17348, 3.69045, 2.10307], [0.86031, 3.64103, 0.37720], [0.07885, 4.65298, -0.15137], [-0.19373, 4.67846, -1.51335], [0.34453, 3.69270, -2.32670], [1.13173, 2.69157, -1.77014], [1.40259, 2.61478, -0.40070], [2.16092, 1.44711, 0.14710], [-0.29971, 5.42367, 0.50752], [-0.80406, 5.46905, -1.92947], [0.16654, 3.70474, -3.39503], [1.57242, 1.94202, -2.41370], [2.54736, 1.63967, 1.14848], [2.99225, 1.15851, -0.50010]], "e_homo_ha": [-0.375, -0.362], "multiplicity": 3, "charge": 1}